ORCA calculation (ωB97M-V/def2-TZVPD) on a 9-piece molecular cluster, H18O9 overall.

Summary:
* E_HOMO: -0.412 hartree
* Kohn-Sham gap: 10.493 eV
* SMILES: O.O.O.O.O.O.O.O.O

ORCA input file:
```
! wB97M-V def2-TZVPD RIJCOSX def2/J DEFGRID3
* xyz 0 1
O 0.69575 -0.17848 -0.21445
H 0.74806 0.42417 -1.02819
H 0.33524 -1.00972 -0.46055
O 3.52885 2.73856 0.43437
H 3.43147 2.53438 -0.48455
H 3.00680 2.02734 0.83916
O 0.37169 2.21537 2.17585
H 0.80256 1.65802 1.45539
H -0.23311 1.72342 2.64665
O -1.77232 1.39582 -0.73282
H -1.08009 1.76684 -1.31412
H -1.80891 0.45640 -0.90286
O -1.55464 -1.54048 -3.59766
H -2.26415 -1.61159 -2.90789
H -1.44895 -0.68677 -3.91515
O -3.27723 -2.35033 -0.31505
H -2.95887 -1.64367 0.24910
H -2.59052 -3.05476 -0.16661
O -0.09989 -3.10496 1.36645
H -0.52185 -2.51169 1.93175
H 0.17656 -2.70268 0.52184
O -0.11086 3.45426 -1.61624
H 0.28004 3.62602 -0.76097
H 0.28107 2.61554 -2.03137
O 1.59786 -2.16008 2.86637
H 2.16889 -2.51357 3.48655
H 2.29657 -1.56734 2.47501
*
```

Mulliken population analysis, charges in e, atoms 1 to 6:
1 O -0.492
2 H 0.250
3 H 0.207
4 O -0.606
5 H 0.301
6 H 0.304

ORCA calculation (ωB97M-V/def2-TZVPD) on C40H46AlN2O8S3Sb as an isolated structure.

Summary:
* E_HOMO: -0.290 hartree
* Kohn-Sham gap: 8.057 eV

ORCA input file:
```
! wB97M-V def2-TZVPD RIJCOSX def2/J DEFGRID3
* xyz 0 1
Al -0.09516 0.82190 -0.89531
C 3.44804 8.09540 -0.30671
C 3.22904 6.61290 -0.32191
C 3.33504 5.88920 -1.50561
C 3.15394 4.51720 -1.50241
C 2.85824 3.87570 -0.31671
C 2.74694 4.56970 0.87169
C 2.92124 5.94180 0.85979
S 2.81014 2.10300 -0.34301
O 3.20864 1.60830 0.94289
O 3.56864 1.65660 -1.47971
O 1.31134 1.76880 -0.58151
H 3.93324 8.43890 -1.21881
H 4.05714 8.37910 0.54979
H 2.49074 8.60860 -0.21781
H 3.59564 6.39510 -2.42501
H 3.25734 3.91080 -2.38861
H 2.54294 4.03210 1.78499
H 2.83774 6.50400 1.77589
C -6.55206 4.77470 1.64319
C -5.17506 5.34540 1.50449
C -4.06376 4.62600 1.93609
C -2.78106 5.10890 1.73169
C -2.61556 6.32790 1.10059
C -3.70406 7.07250 0.68769
C -4.98166 6.58190 0.89559
S -0.97546 6.90430 0.66829
O -0.97596 8.33850 0.68389
O 0.01314 6.19140 1.41539
N -0.81936 6.45980 -0.93661
C -0.51266 5.09500 -1.26201
C -1.73716 4.15750 -1.37501
C -1.23696 2.74170 -1.23701
O -0.76556 2.14760 -2.23251
O -1.23206 2.21310 -0.10071
H -6.63366 4.16010 2.53459
H -6.77456 4.14610 0.78019
H -7.29986 5.56100 1.68639
H -4.20306 3.67580 2.42919
H -1.90656 4.55500 2.03899
H -3.53496 8.02900 0.21719
H -5.83626 7.16200 0.58059
H -1.47656 6.93380 -1.53511
H 0.14164 4.75410 -0.45731
H 0.04634 5.06120 -2.20161
H -2.22556 4.29000 -2.33961
H -2.43486 4.35940 -0.56421
C -2.78056 -1.74740 0.74669
N -2.83376 -2.01270 -0.67541
C -3.55426 -3.21190 -1.04801
C -2.23456 -1.19520 -1.53241
C -2.13916 -1.52840 -2.98711
O -1.71326 -0.12420 -1.13701
H -3.75046 -1.38270 1.09439
H -2.02156 -0.99260 0.94829
H -2.51946 -2.66140 1.28059
H -4.22246 -3.48400 -0.23331
H -2.87466 -4.04480 -1.23651
H -4.15976 -3.04230 -1.93481
H -2.77876 -2.34000 -3.30791
H -1.09876 -1.79540 -3.17721
H -2.34866 -0.62810 -3.56031
S 0.79294 -1.24020 -0.74881
Sb 1.30614 -4.26290 0.94779
C 0.40684 -5.37480 -0.68711
C -0.40656 -4.73980 -1.61131
C -0.99946 -5.46380 -2.63641
C -0.74566 -6.81810 -2.76861
C 0.09834 -7.44740 -1.86861
C 0.65584 -6.73220 -0.82211
C 0.78324 -5.84370 2.37949
C -0.57106 -5.97670 2.65779
C -1.01506 -6.82630 3.65499
C -0.09776 -7.53420 4.41509
C 1.25314 -7.41010 4.14789
C 1.68554 -6.57690 3.13099
C 3.28694 -4.87460 0.30679
C 3.60584 -4.72630 -1.03691
C 4.88134 -5.00710 -1.49691
C 5.85034 -5.46470 -0.61901
C 5.54724 -5.59930 0.72399
C 4.28124 -5.27580 1.18319
H -0.54436 -3.66930 -1.53071
H -1.65716 -4.97770 -3.34551
H -1.20346 -7.38010 -3.57191
H 0.31684 -8.49880 -1.99131
H 1.29944 -7.23030 -0.10721
H -1.28656 -5.39930 2.08049
H -2.07506 -6.92370 3.84909
H -0.43466 -8.17680 5.21459
H 1.98134 -7.94840 4.73779
H 2.74064 -6.50400 2.92689
H 2.85394 -4.37480 -1.73141
H 5.12194 -4.86470 -2.54291
H 6.84384 -5.69840 -0.97641
H 6.29974 -5.94550 1.41969
H 4.08564 -5.32360 2.24349
C 2.52614 -1.06820 -0.25841
H 3.03304 -0.37370 -0.91861
H 2.98484 -2.05170 -0.32891
H 2.58684 -0.70810 0.76529
*
```

Mulliken population analysis, charges in e, atoms 1 to 6:
1 Al -0.629
2 C -1.417
3 C 1.211
4 C -0.999
5 C -0.476
6 C -0.502

ORCA calculation (ωB97M-V/def2-TZVPD) on C9H5GaNO4S as an isolated structure.

Summary:
* E_HOMO (spin up / spin down): -0.766 / -0.766 hartree
* Kohn-Sham gap (spin up / spin down): 5.385 / 5.396 eV

ORCA input file:
```
! wB97M-V def2-TZVPD RIJCOSX def2/J DEFGRID3
* xyz 3 1
Ga -0.51518 0.23587 -3.06381
O -2.91662 -1.66527 2.25285
C -2.54788 -1.31471 1.23423
C -2.09821 1.66657 -2.83967
O -2.88933 2.50466 -2.65090
C 0.01254 -1.83608 -2.94076
O 0.40695 -2.92434 -2.83828
C -3.01045 -1.27306 -3.01290
O -3.93141 -1.83871 -3.36509
S 1.15406 1.11981 -1.54268
C 1.18507 0.74374 0.12120
N 2.14529 -0.14525 0.55342
C 2.47665 -0.31859 1.87566
C 1.75397 0.35210 2.85089
C 0.68737 1.16491 2.44564
C 0.37427 1.30431 1.09774
H 2.69031 -0.63887 -0.14603
H 3.34857 -0.94722 2.08653
H 2.00976 0.21133 3.91134
H 0.12341 1.70191 3.20817
H -0.45914 1.89690 0.76244
*
```

Mulliken population analysis, charges in e, atoms 1 to 6:
1 Ga 0.990
2 O -0.111
3 C 0.122
4 C 0.458
5 O -0.027
6 C 0.429

ORCA calculation (ωB97M-V/def2-TZVPD) on a 2-piece molecular cluster, C4H6N2O overall.

Summary:
* E_HOMO: -0.344 hartree
* Kohn-Sham gap: 9.854 eV

ORCA input file:
```
! wB97M-V def2-TZVPD RIJCOSX def2/J DEFGRID3
* xyz 0 1
N -2.51746 0.50979 -1.11867
C -1.67613 0.20462 -0.30350
O -1.09630 -0.77289 0.37866
C 0.22210 -1.17863 -0.02499
C 1.32005 -0.30736 0.59578
C 1.63696 0.89273 -0.18596
N 1.90767 1.81688 -0.82597
H -1.82749 1.47327 -0.31544
H -1.05073 1.39202 0.37685
H 0.28686 -1.19782 -1.11709
H 0.31130 -2.19638 0.35710
H 1.01983 -0.01539 1.60724
H 2.23720 -0.89999 0.68512
*
```

Mulliken population analysis, charges in e, atoms 1 to 6:
1 N -0.566
2 C 0.311
3 O -0.337
4 C -0.294
5 C -0.503
6 C 0.198

Looking at M for the records above, in order, we have 162.135 927.757 292.932 98.105 g mol⁻¹.
Looking at max |F| for the records above, in order, we have 0.0910 0.0466 0.1435 0.0217 hartree/bohr.